Arrangement a

{"formula": "C24H29BN9O2RuS3", "method": "ωB97M-V/def2-TZVPD", "spin_multiplicity": 2, "charge": 0, "homo_energy_ev": [-6.30, -6.29], "s_squared": 0.766, "gap_ev": [5.5, 5.7], "species": ["Ru", "C", "C", "N", "C", "S", "N", "N", "C", "C", "C", "C", "C", "C", "C", "N", "H", "H", "H", "H", "H", "H", "H", "H", "H", "H", "H", "H", "H", "O", "C", "O", "C", "C", "C", "C", "C", "N", "H", "H", "H", "H", "C", "N", "C", "C", "N", "B", "N", "C", "C", "N", "C", "C", "S", "C", "S", "H", "H", "H", "H", "H", "H", "H", "H", "H", "H", "H", "H"], "xyz": [[0.786, 0.516, 1.536], [2.682, -3.108, -2.453], [3.586, -2.868, -1.256], [3.797, -1.461, -0.946], [3.046, -0.714, -0.118], [1.526, -1.382, 0.463], [3.537, 0.455, 0.231], [2.750, 1.067, 1.160], [3.264, 1.980, 1.917], [4.670, 2.470, 1.811], [2.372, 2.461, 2.976], [2.742, 3.441, 3.889], [1.855, 3.813, 4.882], [0.613, 3.201, 4.940], [0.298, 2.238, 4.001], [1.162, 1.864, 3.054], [2.616, -4.177, -2.663], [3.069, -2.607, -3.342], [1.681, -2.733, -2.250], [4.573, -3.300, -1.428], [3.173, -3.356, -0.373], [4.668, -1.034, -1.219], [5.190, 1.920, 1.034], [5.196, 2.337, 2.759], [4.688, 3.534, 1.565], [3.714, 3.906, 3.808], [2.126, 4.578, 5.597], [-0.119, 3.472, 5.688], [-0.670, 1.753, 3.970], [-3.407, -2.038, -1.037], [-2.249, -1.667, -1.042], [-1.562, -1.212, -0.035], [-1.502, -1.675, -2.374], [-2.122, -2.329, -3.437], [-1.507, -2.329, -4.675], [-0.292, -1.675, -4.811], [0.247, -1.060, -3.693], [-0.333, -1.051, -2.494], [-3.074, -2.808, -3.261], [-1.965, -2.829, -5.519], [0.233, -1.645, -5.757], [1.205, -0.555, -3.762], [-2.294, -3.297, 2.199], [-3.010, -2.105, 1.836], [-4.401, -1.935, 1.803], [-4.631, -0.674, 1.435], [-3.411, -0.024, 1.227], [-3.227, 1.478, 0.973], [-2.441, 1.639, -0.416], [-3.071, 1.445, -1.616], [-2.167, 1.615, -2.614], [-0.973, 1.902, -2.004], [0.296, 2.111, -2.675], [-1.160, 1.908, -0.668], [0.103, 2.389, 0.437], [-2.403, -0.943, 1.411], [-1.061, -0.341, 2.480], [-3.001, -4.120, 2.274], [-1.775, -3.185, 3.155], [-1.555, -3.547, 1.433], [-5.071, -2.753, 1.992], [-5.560, -0.159, 1.270], [-4.322, 1.955, 0.783], [-2.591, 2.054, 1.820], [-4.114, 1.187, -1.656], [-2.258, 1.536, -3.682], [0.223, 1.702, -3.678], [1.079, 1.596, -2.123], [0.533, 3.173, -2.729]], "nbo_charge": [0.418, -0.620, -0.217, -0.585, 0.311, -0.077, -0.447, -0.198, 0.219, -0.679, 0.165, -0.227, -0.150, -0.244, 0.083, -0.385, 0.213, 0.200, 0.232, 0.199, 0.215, 0.404, 0.262, 0.227, 0.230, 0.229, 0.225, 0.233, 0.249, -0.635, 0.766, -0.626, 0.104, -0.216, -0.177, -0.265, 0.020, -0.416, 0.249, 0.217, 0.218, 0.188, -0.395, -0.447, -0.088, -0.051, -0.617, 0.197, -0.436, -0.035, -0.077, -0.326, -0.403, 0.275, 0.003, 0.490, -0.084, 0.208, 0.202, 0.207, 0.214, 0.221, -0.053, -0.049, 0.243, 0.227, 0.212, 0.241, 0.211]}

=====

Arrangement b

{"formula": "C24H29BN9O2RuS3", "method": "ωB97M-V/def2-TZVPD", "spin_multiplicity": 2, "charge": 0, "homo_energy_ev": [-7.25, -5.72], "s_squared": 0.766, "gap_ev": [6.6, 3.4], "species": ["Ru", "C", "C", "N", "C", "S", "N", "N", "C", "C", "C", "C", "C", "C", "C", "N", "H", "H", "H", "H", "H", "H", "H", "H", "H", "H", "H", "H", "H", "O", "C", "O", "C", "C", "C", "C", "C", "N", "H", "H", "H", "H", "C", "N", "C", "C", "N", "B", "N", "C", "C", "N", "C", "C", "S", "C", "S", "H", "H", "H", "H", "H", "H", "H", "H", "H", "H", "H", "H"], "xyz": [[0.474, -0.088, -0.061], [0.879, 2.697, -4.846], [0.406, 1.262, -5.072], [1.224, 0.276, -4.408], [1.205, 0.115, -3.053], [-0.112, 0.863, -2.128], [2.101, -0.625, -2.484], [1.996, -0.820, -1.173], [2.907, -1.582, -0.523], [3.992, -2.313, -1.252], [2.786, -1.593, 0.873], [3.642, -2.288, 1.768], [3.508, -2.104, 3.114], [2.529, -1.220, 3.603], [1.692, -0.607, 2.695], [1.786, -0.792, 1.388], [0.224, 3.394, -5.362], [1.893, 2.836, -5.217], [0.866, 2.925, -3.782], [0.406, 1.020, -6.138], [-0.611, 1.149, -4.690], [2.127, 0.095, -4.823], [3.866, -2.188, -2.324], [3.955, -3.376, -1.010], [4.976, -1.933, -0.965], [4.386, -2.956, 1.365], [4.165, -2.609, 3.807], [2.416, -1.033, 4.657], [0.918, 0.075, 3.036], [-1.856, 2.572, 2.138], [-0.950, 1.984, 1.558], [-1.026, 0.816, 1.071], [0.392, 2.704, 1.428], [0.540, 3.993, 1.927], [1.743, 4.647, 1.733], [2.760, 3.982, 1.057], [2.533, 2.686, 0.621], [1.378, 2.067, 0.807], [-0.290, 4.444, 2.449], [1.885, 5.654, 2.099], [3.713, 4.453, 0.883], [3.297, 2.110, 0.110], [-1.992, 0.552, 4.695], [-2.698, 0.104, 3.533], [-3.770, 0.709, 2.955], [-4.139, -0.071, 1.902], [-3.304, -1.138, 1.829], [-3.541, -2.395, 0.953], [-3.253, -2.021, -0.525], [-4.199, -1.688, -1.445], [-3.615, -1.619, -2.667], [-2.287, -1.904, -2.493], [-1.314, -2.065, -3.534], [-2.084, -2.122, -1.168], [-0.584, -2.528, -0.471], [-2.394, -0.998, 2.799], [-1.064, -1.988, 3.100], [-2.685, 1.056, 5.369], [-1.203, 1.250, 4.408], [-1.548, -0.311, 5.197], [-4.171, 1.631, 3.322], [-4.946, 0.059, 1.213], [-2.816, -3.269, 1.286], [-4.699, -2.673, 1.043], [-5.222, -1.549, -1.158], [-4.025, -1.388, -3.629], [-1.486, -1.336, -4.325], [-1.362, -3.076, -3.950], [-0.318, -1.912, -3.116]], "nbo_charge": [0.659, -0.625, -0.221, -0.595, 0.326, -0.188, -0.447, -0.114, 0.172, -0.670, 0.166, -0.231, -0.157, -0.241, 0.089, -0.400, 0.214, 0.199, 0.229, 0.199, 0.218, 0.396, 0.260, 0.228, 0.222, 0.226, 0.222, 0.228, 0.225, -0.679, 0.751, -0.704, 0.103, -0.207, -0.161, -0.251, 0.061, -0.419, 0.252, 0.221, 0.224, 0.205, -0.405, -0.344, 0.000, -0.033, -0.456, 0.164, -0.469, -0.040, -0.090, -0.336, -0.408, 0.283, -0.159, 0.247, -0.100, 0.210, 0.212, 0.237, 0.230, 0.221, -0.004, -0.054, 0.225, 0.220, 0.209, 0.205, 0.250]}

=====

Best to worst by energy: arrangement b, arrangement a.

=====

Arrangement a

{"formula": "C2H5ClS", "method": "ωB97M-V/def2-TZVPD", "charge": 0, "homo_energy_ev": -8.10, "gap_ev": 8.4, "species": ["C", "C", "S", "Cl", "H", "H", "H", "H", "H"], "xyz": [[-0.019, -0.940, 0.962], [-0.217, 0.392, -0.958], [-0.377, 1.953, -0.327], [1.185, 0.016, -1.816], [-0.869, -1.616, 0.896], [0.971, -1.285, 0.559], [-0.181, -0.285, 1.728], [-1.180, -0.016, -1.347], [0.687, 1.782, 0.302]], "nbo_charge": [-0.547, -0.484, 0.093, 0.024, 0.190, 0.211, 0.180, 0.234, 0.098]}

=====

Arrangement b

{"formula": "C2H5ClS", "method": "ωB97M-V/def2-TZVPD", "charge": 0, "homo_energy_ev": [-7.97, -8.09], "gap_ev": [8.2, 8.3], "species": ["C", "C", "S", "Cl", "H", "H", "H", "H", "H"], "xyz": [[-0.947, -0.383, 0.070], [1.370, 0.026, -0.493], [1.938, 1.580, 0.052], [2.180, -1.389, 0.085], [-1.276, -0.920, -0.794], [-0.808, -0.932, 0.980], [-1.251, 0.641, 0.168], [1.203, 0.007, -1.562], [2.357, 1.178, 1.253]], "nbo_charge": [-0.539, -0.441, 0.063, 0.001, 0.188, 0.191, 0.190, 0.217, 0.131]}

=====

Best to worst by energy: arrangement b, arrangement a.

=====

Arrangement a

{"formula": "C2H5ClS", "method": "ωB97M-V/def2-TZVPD", "charge": 0, "homo_energy_ev": -9.53, "gap_ev": 8.9, "species": ["C", "C", "S", "Cl", "H", "H", "H", "H", "H"], "xyz": [[-0.896, -0.718, -1.300], [2.530, 0.646, 0.201], [2.196, -0.996, 0.449], [4.227, 1.011, -0.097], [-1.894, -0.391, -0.779], [-0.903, -1.781, -1.597], [-0.124, -0.490, -0.636], [-0.808, -0.126, -2.222], [3.391, -1.664, 0.297]], "nbo_charge": [-0.842, -0.270, 0.180, -0.010, 0.212, 0.212, 0.202, 0.215, 0.102]}

=====

Arrangement b

{"formula": "C2H5ClS", "method": "ωB97M-V/def2-TZVPD", "charge": 0, "homo_energy_ev": -9.40, "gap_ev": 10.3, "species": ["C", "C", "S", "Cl", "H", "H", "H", "H", "H"], "xyz": [[0.696, 0.801, 0.061], [-0.839, -0.123, -0.019], [-0.719, -1.747, 0.702], [-2.105, 0.871, 0.711], [0.385, 1.764, 0.607], [1.529, 0.179, 0.361], [1.109, 0.930, -0.913], [-0.977, -0.115, -1.127], [-0.304, -1.306, 1.922]], "nbo_charge": [-0.614, -0.402, 0.025, -0.040, 0.232, 0.220, 0.209, 0.239, 0.130]}

=====

Best to worst by energy: arrangement b, arrangement a.